Entry from OMol25: a single C11H9Cl2F3O4S molecule (the ωB97M-V functional and the def2-TZVPD basis).

The geometry in XYZ format:
```
30
Properties=species:S:1:pos:R:3:forces:R:3
C -0.4446 1.5416 2.5204 -1.9 2.9 0.9
S -1.9296 0.7783 1.8474 -1.7 0.5 2.4
O -2.9407 1.8212 1.6886 1.1 -0.6 -0.2
O -2.4044 -0.3495 2.6888 1.8 1.2 -2.3
C -1.3072 0.5137 0.1588 0.5 -3.3 -0.7
C -1.4709 1.5716 -0.6798 -1.7 2.1 2.3
C -1.2628 1.5005 -1.9874 2.6 -0.8 -3.3
C -0.5043 0.3930 -2.5663 -0.7 -0.8 1.5
C 0.0912 0.5534 -3.9423 -3.4 -0.2 -2.6
O -0.5993 1.1519 -4.7544 2.4 -0.7 1.5
Cl 1.4388 -0.4940 -4.5872 -0.5 1.4 0.6
C -0.4691 -0.8339 -1.8054 0.9 2.8 0.9
Cl 0.3430 -2.2603 -2.4326 -0.8 0.3 0.8
C -0.8105 -0.7085 -0.4079 0.0 -0.3 0.2
C -0.5302 -1.8484 0.5747 1.6 -0.8 -2.5
O 0.5536 -1.4203 1.4613 0.6 -1.0 -0.6
C 1.9709 -1.7392 1.0734 -2.7 -1.0 1.2
C 2.6807 -0.4932 0.7468 0.9 -2.0 -0.8
F 2.6631 0.3304 1.7531 -0.1 1.5 0.7
F 3.9989 -0.8316 0.5328 -0.7 0.6 -0.3
F 2.1459 0.0152 -0.3417 0.3 1.4 -0.8
H -0.5729 1.9982 3.5549 -0.5 -0.9 -1.2
H -0.2416 2.4291 1.8640 0.1 -1.1 0.3
H 0.3034 0.8378 2.5779 1.8 -1.5 -0.2
H -1.8379 2.5331 -0.2599 0.0 -0.9 -0.4
H -1.5180 2.4088 -2.5266 0.5 -0.4 -0.6
H -0.3351 -2.8402 -0.0302 0.1 1.9 1.4
H -1.4675 -2.0118 1.0467 -0.3 -0.2 1.5
H 2.4980 -2.0719 1.9719 -0.5 -0.6 -0.1
H 1.9590 -2.4751 0.2604 0.3 0.3 0.2
```
Positions in Å, forces in eV/Å.

Summary:
- Structure (SMILES): CS(=O)(=O)c1ccc(C(=O)Cl)c(Cl)c1COCC(F)(F)F
- Frontier orbital gap: 8.90 eV
- HOMO level: -10.191 eV



Entry from OMol25: a single C5H6F2 molecule (the ωB97M-V functional and the def2-TZVPD basis).

The geometry in XYZ format:
```
13
Properties=species:S:1:pos:R:3:forces:R:3
F 1.1970 -1.2268 1.9146 -0.4 0.5 -1.0
C 0.0824 -1.0413 1.1327 -2.1 0.1 -1.4
C 0.0024 -1.3338 -0.4169 0.9 -1.2 2.0
F 1.1640 -1.8282 -0.9937 -1.1 0.4 -0.1
C -0.0771 0.0609 -0.0279 1.5 -2.1 2.6
C 0.6970 1.2581 -0.3943 -0.5 0.9 -0.6
C -0.8530 1.2307 -0.3173 -1.5 1.6 -1.7
H -0.8566 -1.4708 1.6606 1.7 1.3 -0.8
H -0.9314 -1.8719 -0.5779 0.5 -0.2 -0.9
H 1.1037 1.4165 -1.4080 -0.2 -0.6 0.6
H 1.2485 1.8117 0.3502 -0.1 -0.1 0.3
H -1.4472 1.8124 0.4437 0.9 -0.9 -0.8
H -1.3297 1.1823 -1.3658 0.6 0.3 1.8
```
Positions in Å, forces in eV/Å.

Summary:
- Structure (SMILES): F[C@@H]1[C@H](F)C12CC2
- Frontier orbital gap: 10.65 eV
- Energy above the lowest of the compared OMol25 structures with the same formula, charge and spin: 189.9 kJ/mol
- HOMO level: -9.703 eV



Entry from OMol25: 14 unconnected molecules or ions with the total composition C71H167N9O21 (the ωB97M-V functional and the def2-TZVPD basis).

The geometry in XYZ format:
```
268
Properties=species:S:1:pos:R:3:forces:R:3
C -0.0631 0.6809 -2.2951 1.5 -1.2 2.3
N 0.5141 0.3938 -0.8390 1.1 0.7 2.2
C 2.0852 0.7380 -0.8361 -1.9 -0.6 -0.8
C -0.1461 1.3249 0.2613 0.3 -1.1 -1.5
C 0.2665 -1.1195 -0.3578 1.8 -0.3 -0.9
C 1.2338 -1.8398 0.6556 -1.5 2.0 1.0
O 1.4417 -0.9969 1.7965 0.4 0.8 -1.4
H -1.1179 0.4171 -2.2174 0.1 0.5 -0.3
H 0.5084 -0.0425 -2.8766 -0.3 -0.2 -0.2
H 0.2529 1.6761 -2.6078 -0.7 0.2 0.1
H 2.2259 1.8163 -0.9104 -0.4 -0.1 -0.1
H 2.4387 0.2488 -1.7437 0.2 -0.1 0.2
H 2.5993 0.3640 0.0493 -0.6 -0.2 0.0
H -1.2209 1.1446 0.2799 0.0 -0.2 -0.2
H 0.0326 2.3603 -0.0286 0.2 -0.1 0.0
H 0.2743 1.0526 1.2294 0.2 0.0 -0.2
H 0.5655 -1.7324 -1.2080 -0.9 0.1 -0.8
H -0.7727 -1.2250 -0.0461 0.0 0.4 -0.3
H 2.1447 -2.2255 0.1976 0.1 0.3 -0.1
H 0.6173 -2.6662 1.0093 0.1 -0.4 -0.3
H 1.3913 -1.5232 2.5978 0.3 -0.8 1.0
C -1.1205 7.3403 0.2722 -0.7 0.9 -1.7
N -0.6123 6.8216 -1.0879 -0.4 2.4 0.6
C 0.1671 5.5866 -0.8074 0.7 0.6 -0.3
C -1.7308 6.6371 -2.0777 -0.4 -0.8 0.3
C 0.2564 8.0258 -1.7136 1.6 -3.1 1.1
C 1.4302 8.4403 -0.8134 -1.0 3.1 -0.8
O 0.8526 9.5874 -0.0796 0.4 -1.7 -0.3
H -0.2664 7.4491 0.9405 -0.4 0.0 0.0
H -1.9908 6.7984 0.6424 0.6 -0.7 0.0
H -1.5735 8.3002 0.0244 0.4 0.3 0.3
H 0.7112 5.7361 0.1252 0.2 0.3 -0.2
H 0.8769 5.5046 -1.6306 -0.1 -0.7 0.0
H -0.4457 4.7030 -0.6292 -0.3 0.2 -0.7
H -2.0510 7.5362 -2.6043 0.2 0.4 0.7
H -2.5294 6.2297 -1.4578 -0.3 -0.2 -0.6
H -1.4503 5.9706 -2.8933 0.2 -0.5 0.3
H -0.3735 8.8541 -2.0379 -0.1 -0.2 0.5
H 0.7079 7.5329 -2.5746 -0.3 0.1 -0.3
H 2.1271 8.8202 -1.5605 0.2 0.4 0.0
H 2.0881 7.7625 -0.2695 -0.9 -0.5 0.5
H 1.4620 10.0300 0.5157 0.4 -0.1 0.0
C 1.2798 -7.4748 5.3249 1.4 0.5 -0.6
C 2.1599 -6.6167 4.3523 -0.9 -1.2 -1.3
C 2.5167 -7.5112 3.1267 -1.4 1.2 0.7
N 2.9696 -6.6908 1.8877 1.5 -0.4 -0.2
C 4.1659 -5.7606 2.2902 -1.9 -1.6 -0.3
C 1.8870 -5.8564 1.1321 -1.0 0.1 3.7
C 1.7629 -6.3096 -0.2507 -1.4 -0.9 -1.0
C 2.9547 -7.1947 -0.4215 0.5 0.9 -3.6
C 3.3996 -7.7084 0.8649 0.2 -0.9 0.8
H 0.3760 -7.8939 4.8827 0.0 0.3 -0.2
H 1.0108 -6.8743 6.1939 0.1 -0.3 0.1
H 1.9417 -8.3106 5.5518 -0.4 -0.2 0.8
H 3.0685 -6.2194 4.8047 -0.4 0.0 0.2
H 1.5525 -5.8268 3.9104 0.1 0.5 0.4
H 1.5951 -8.0224 2.8485 -0.2 0.2 -0.5
H 3.1512 -8.3551 3.3973 0.9 0.5 -0.4
H 3.6388 -5.0411 2.9167 0.9 0.3 0.2
H 4.6103 -5.3587 1.3796 -0.2 0.1 0.1
H 4.8352 -6.4607 2.7902 0.2 0.6 0.3
H 2.0755 -4.8134 1.3865 0.2 0.0 -0.5
H 0.9762 -6.1140 1.6726 -0.1 0.3 0.2
H 1.4975 -5.5578 -0.9939 1.1 0.5 -0.1
H 0.8919 -6.9454 -0.4097 -0.3 -0.3 0.8
H 3.7076 -6.5637 -0.8938 0.5 -0.2 0.1
H 2.7249 -7.9561 -1.1667 0.3 -0.2 0.2
H 4.4731 -7.8942 0.8281 0.0 0.1 0.6
H 2.9096 -8.6387 1.1522 0.0 0.0 -0.2
C 5.5034 0.6578 -1.7669 -1.3 -0.7 0.3
C 5.6766 0.1355 -0.3185 1.5 0.6 0.1
C 6.7451 0.9824 0.4233 -1.7 0.3 0.1
N 6.5801 1.0646 1.9756 2.0 -0.3 -0.1
C 7.6975 2.0426 2.4761 -1.3 0.5 -0.7
C 6.8157 -0.3249 2.6931 -0.9 1.0 -0.4
C 5.4169 -0.8454 2.8407 0.3 -2.3 -0.2
C 4.5498 0.3001 3.1581 0.2 0.7 0.3
C 5.1784 1.4691 2.3841 -1.0 0.0 0.8
H 4.6469 0.0537 -2.0661 -0.2 0.1 -0.6
H 6.2444 0.4949 -2.5494 0.5 -0.2 0.7
H 5.2005 1.7034 -1.8219 0.0 0.1 0.3
H 5.9690 -0.9143 -0.3397 0.0 0.0 0.0
H 4.7321 0.1911 0.2227 -0.1 0.0 -0.3
H 6.5380 2.0107 0.1271 0.3 0.1 0.0
H 7.7408 0.7119 0.0717 0.2 0.0 0.8
H 8.6882 1.7679 2.1140 -0.1 -0.9 0.7
H 7.5263 2.2084 3.5397 0.6 -0.5 0.0
H 7.6052 3.0262 2.0154 -0.7 0.0 -0.2
H 7.1618 -0.1328 3.7087 0.8 0.2 -0.4
H 7.4509 -0.9261 2.0425 0.2 0.2 0.5
H 5.3129 -1.5426 3.6721 0.4 -0.4 -0.2
H 5.1658 -1.3868 1.9287 -0.5 0.1 0.0
H 4.6782 0.5471 4.2119 -0.2 -0.2 0.2
H 3.4978 0.0650 2.9962 0.0 0.3 -0.4
H 5.1971 2.2369 3.1576 0.5 0.7 -0.9
H 4.5083 1.6979 1.5554 0.8 0.5 -0.2
C 4.9342 4.5325 -7.0162 -0.1 1.0 1.9
C 4.7650 3.1004 -6.5282 -0.1 -1.3 -2.8
C 3.2902 2.7299 -6.5750 -1.2 -0.9 2.3
N 2.9171 1.2533 -6.1594 0.0 -1.8 0.3
C 3.0861 0.9316 -4.6598 0.0 1.9 -1.0
C 1.4711 0.8706 -6.4973 -1.0 1.5 -0.5
C 1.4153 -0.3516 -7.3862 0.4 -0.6 -0.6
C 2.7631 -0.9884 -7.2333 1.2 1.3 -0.5
C 3.6962 0.2416 -7.0163 0.4 -0.5 1.0
H 4.4718 5.0639 -6.1843 0.2 0.8 0.1
H 4.4248 4.9621 -7.8788 0.1 -1.0 -0.4
H 5.9851 4.8218 -7.0131 -0.1 -0.1 -0.2
H 5.3164 2.9090 -5.6076 -0.5 0.2 0.3
H 5.2449 2.4586 -7.2670 0.4 -0.2 0.0
H 2.7154 2.8801 -7.4888 0.8 0.0 -0.4
H 2.7538 3.3043 -5.8198 -0.2 0.1 0.0
H 2.3927 1.5502 -4.0900 -0.4 0.1 -0.4
H 4.0480 1.3786 -4.4088 0.4 -1.1 0.2
H 2.8268 -0.1089 -4.4639 0.8 -0.1 -0.1
H 0.8932 0.7741 -5.5782 0.2 0.2 -0.1
H 1.1378 1.7496 -7.0491 -0.6 -0.1 0.3
H 0.6600 -1.1188 -7.2160 -0.4 0.5 0.5
H 1.3547 -0.1137 -8.4482 -0.4 0.5 0.1
H 2.8142 -1.6657 -6.3807 0.2 -0.1 -0.2
H 3.0308 -1.4401 -8.1885 0.3 -0.6 0.4
H 4.5768 -0.1171 -6.4834 0.1 0.5 0.1
H 4.0522 0.8471 -7.8499 -0.4 -0.7 -0.5
C -5.8363 -2.9096 -4.1937 0.9 0.9 -1.1
C -5.2960 -1.5586 -3.6838 -0.1 -0.3 1.2
N -4.4076 -0.6399 -4.5246 1.1 -2.3 -2.4
C -3.9624 0.4890 -3.7222 0.5 1.6 1.1
C -3.1769 -1.4751 -5.1645 2.0 1.1 0.6
C -1.7217 -1.3697 -4.3919 -1.7 -0.9 0.3
C -5.1915 -0.2352 -5.7358 -0.7 1.9 0.1
C -4.5310 0.6977 -6.7436 1.5 1.0 -1.6
O -3.8860 1.8518 -6.1639 -0.6 0.1 0.5
C -3.4833 2.9579 -7.0099 -0.1 -0.9 -1.5
H -6.5844 -2.6910 -4.9557 -0.1 -0.5 0.0
H -6.2863 -3.5055 -3.3997 0.0 0.4 0.1
H -5.0355 -3.4999 -4.6392 -0.2 -0.2 0.0
H -4.7125 -1.6989 -2.7739 -0.1 0.0 0.2
H -6.1980 -0.9893 -3.4595 0.3 0.5 0.2
H -3.6479 0.1829 -2.7245 0.1 -0.5 -0.1
H -4.7498 1.2281 -3.5743 -0.5 -0.4 -0.2
H -3.1846 1.0900 -4.1932 0.1 -0.5 -0.2
H -2.9433 -1.1309 -6.1720 -0.5 0.9 0.2
H -3.5774 -2.4516 -5.4368 0.3 -0.2 1.0
H -1.2981 -0.3890 -4.1751 -1.1 0.4 -0.4
H -0.8757 -1.8298 -4.9024 -0.6 -0.5 -0.7
H -1.7665 -1.8951 -3.4379 -0.1 0.0 0.1
H -5.9990 0.4246 -5.4185 -0.4 -0.5 0.7
H -5.6298 -1.1378 -6.1617 0.3 0.2 -0.3
H -5.2487 1.0650 -7.4771 -0.7 -0.2 0.3
H -3.8359 0.1882 -7.4110 0.5 -0.3 0.2
H -2.5371 2.7117 -7.4917 0.5 0.2 0.6
H -3.4880 3.9517 -6.5620 0.2 -0.6 0.9
H -4.0753 3.1103 -7.9123 -0.9 -0.5 0.1
C -1.4915 -4.4878 -0.3620 -0.2 -1.0 -0.6
C -1.7258 -5.5579 -1.4892 0.1 0.6 0.6
N -3.2231 -6.0906 -1.5730 0.9 1.7 0.2
C -4.0269 -4.7787 -1.6623 0.2 -0.5 -0.4
C -3.4287 -6.9445 -2.7784 0.9 0.8 -0.2
C -2.6482 -8.2645 -2.8118 -1.3 -0.4 -0.1
C -3.6407 -6.8890 -0.3585 0.4 0.3 -0.1
C -5.0918 -7.4278 -0.3871 -0.4 0.6 0.5
O -6.1237 -6.4113 -0.4378 1.2 -1.2 0.5
C -6.3368 -5.6579 0.7684 -0.4 1.5 -1.1
H -2.1392 -3.6186 -0.4761 -0.2 -0.1 0.3
H -0.4798 -4.0853 -0.4141 0.1 -0.4 -0.4
H -1.5938 -4.9638 0.6132 -0.2 0.3 0.1
H -0.9892 -6.3593 -1.4332 -0.6 -0.4 0.5
H -1.4528 -5.1001 -2.4399 -0.7 0.1 -0.2
H -3.5481 -3.9921 -2.2454 1.1 -0.2 0.4
H -4.1002 -4.4936 -0.6128 -0.8 0.6 -0.5
H -4.9053 -4.8726 -2.3008 -0.6 -0.8 1.1
H -2.9892 -6.3076 -3.5461 -0.3 -0.1 -0.4
H -4.5109 -6.9669 -2.9061 0.2 -0.5 -0.2
H -2.7005 -8.5350 -3.8664 1.1 0.1 -0.1
H -3.1209 -9.1548 -2.3971 -0.5 0.4 0.6
H -1.6750 -8.2155 -2.3233 0.2 0.2 -0.7
H -3.4246 -6.2909 0.5268 -0.3 0.2 -0.1
H -2.8818 -7.6714 -0.3656 -0.4 -0.5 0.3
H -5.2208 -8.0377 0.5070 0.1 0.0 0.2
H -5.2499 -8.1304 -1.2053 -0.1 0.3 -0.2
H -7.0190 -6.0229 1.5362 0.3 -1.0 -0.2
H -6.8586 -4.7978 0.3489 -0.1 0.2 0.3
H -5.4421 -5.2134 1.2042 0.3 -0.4 0.1
C -5.2952 6.3308 4.4701 1.1 0.1 0.3
C -4.6718 4.8785 4.6757 -1.8 1.5 0.1
N -4.6008 4.0768 3.4007 -0.4 0.4 -0.4
C -3.8318 2.8159 3.6876 -0.3 0.4 -0.9
C -6.0672 3.7527 2.9583 0.8 -1.2 -1.0
C -6.7701 2.6613 3.7678 0.7 0.9 1.1
C -3.8051 4.9308 2.3504 1.0 -0.5 -0.3
C -3.0408 4.1690 1.1904 -1.2 -0.2 1.0
O -3.9849 3.7274 0.2543 -0.7 1.6 1.8
C -3.5739 2.9172 -0.7566 1.3 -2.3 -1.6
H -5.8200 6.7483 5.3295 0.3 -0.7 0.5
H -6.0344 6.5460 3.6985 0.2 -0.8 -0.4
H -4.4710 7.0273 4.3162 0.0 0.1 -0.2
H -5.3245 4.3558 5.3749 0.1 -0.3 -0.2
H -3.6904 4.9171 5.1484 0.1 0.2 -0.3
H -4.3358 2.2181 4.4471 0.3 0.4 0.2
H -2.8240 3.1631 3.9156 0.0 -0.4 0.4
H -3.8016 2.2292 2.7695 0.0 -0.1 0.0
H -5.9374 3.2691 1.9901 0.1 0.7 -0.4
H -6.6157 4.6900 2.8648 0.2 -0.2 0.1
H -6.7408 2.9123 4.8281 -0.3 0.0 0.2
H -6.2611 1.6998 3.6995 -0.4 0.0 -0.5
H -7.8199 2.6205 3.4776 0.2 -0.2 -0.1
H -3.0283 5.4055 2.9498 0.1 0.0 0.2
H -4.3891 5.7629 1.9573 -0.5 -0.5 0.1
H -2.4160 3.4082 1.6582 -0.4 -0.9 0.0
H -2.2289 4.7562 0.7616 -0.4 0.9 -0.3
H -2.7258 3.2655 -1.3461 0.1 0.6 -0.2
H -4.3659 2.6588 -1.4595 -0.3 0.7 0.2
H -3.2597 1.9359 -0.4010 0.1 -0.3 0.4
C 0.8790 4.4610 7.2708 0.2 -0.8 0.7
C 1.1342 3.0235 7.7560 0.2 -0.9 -0.7
N 0.7731 1.8379 6.7661 0.1 -1.5 0.3
C -0.7799 1.7709 6.5945 2.0 -0.2 -0.7
C 1.4308 1.9816 5.3823 -1.5 1.1 -0.3
C 0.8316 1.1704 4.1561 1.3 0.6 0.8
C 1.3391 0.3891 7.2063 0.0 0.9 0.9
C 0.4833 -0.3357 8.2419 -0.2 0.1 0.8
O 0.3810 0.3643 9.5109 -0.8 0.9 -1.7
C 1.2437 -0.1202 10.5092 0.6 -1.4 0.0
H 1.7790 4.9543 6.9038 -0.2 -0.3 -0.6
H 0.7153 4.9785 8.2160 -0.6 0.3 -0.2
H 0.0128 4.5072 6.6109 0.1 0.5 0.1
H 0.5610 2.8044 8.6568 0.1 -0.2 -0.2
H 2.1970 2.9435 7.9844 -0.1 -0.4 0.0
H -1.3233 1.9237 7.5270 0.4 0.2 -0.1
H -1.0012 0.7882 6.1780 -0.1 0.1 0.2
H -0.9373 2.4939 5.7942 -0.6 0.2 0.4
H 2.5079 1.8275 5.4461 -0.2 -0.2 0.4
H 1.2768 3.0436 5.1907 0.2 0.1 -0.3
H 0.9816 1.8414 3.3103 -0.4 0.1 -0.1
H -0.2141 0.8708 4.2255 0.3 0.0 0.0
H 1.4814 0.3331 3.9015 -0.5 -0.4 0.4
H 2.3303 0.5244 7.6391 0.1 0.6 -0.1
H 1.4897 -0.1211 6.2549 -0.5 -0.5 0.3
H 0.8412 -1.3386 8.4747 0.5 0.0 -0.6
H -0.4953 -0.5116 7.7954 -0.3 0.2 0.5
H 1.2404 0.4255 11.4527 -0.3 0.5 -0.5
H 2.2600 -0.1871 10.1209 0.3 0.2 0.2
H 0.9400 -1.1369 10.7587 0.0 -0.2 0.1
O 2.7344 -3.8840 -4.0316 -0.8 -0.6 -0.3
C 2.0192 -3.2197 -3.0843 -0.6 1.5 1.6
O 0.8409 -3.5104 -2.7765 0.6 -0.8 -0.8
O 2.6667 -2.2655 -2.5433 0.1 0.4 -0.1
H 3.5303 -3.3482 -4.0656 0.4 -0.1 -0.1
O -1.0003 4.5956 -5.4796 0.5 -0.4 0.0
C -0.6516 3.6195 -4.6150 -1.5 -1.4 4.3
O 0.5357 3.2240 -4.6342 1.4 -0.1 -1.2
O -1.4374 3.2814 -3.6977 -0.8 0.2 -0.6
H -0.0603 4.6074 -5.6744 0.8 1.6 -2.1
O -4.0900 -0.2288 1.2286 -0.8 2.6 2.0
C -3.7591 -1.3017 0.5895 1.4 -4.1 -4.2
O -4.0615 -2.4048 1.1274 0.3 0.7 0.0
O -3.2189 -1.1491 -0.5473 0.3 0.2 0.2
H -4.4801 -0.7654 1.9225 -0.9 0.7 1.6
O 2.2285 3.4943 0.9705 0.0 -0.2 -0.3
C 3.2019 4.3761 1.0925 0.7 -0.6 0.4
O 4.3372 4.0698 0.6115 0.1 0.2 -0.3
O 3.1165 5.4094 1.7245 0.0 0.7 0.0
H 1.5167 3.8780 1.4879 -0.7 -0.1 0.3
O 3.0934 -3.7719 4.9940 -0.3 0.3 0.0
C 2.0986 -2.8358 5.0628 -1.1 1.4 -3.0
O 1.7525 -2.5144 6.1841 -0.4 0.5 1.9
O 1.6395 -2.3840 3.9751 0.4 -0.3 -0.1
H 3.0206 -3.8247 5.9498 1.4 -1.4 1.1
```
Positions in Å, forces in eV/Å.

Summary:
- Charge: +5
- Spin multiplicity: 2
- Frontier orbital gap (alpha / beta): 6.87 / 3.31 eV
- HOMO level (alpha / beta): -16.135 / -16.135 eV